Below is the ion C4H5N2 with charge +1 in a non-equilibrium geometry, with properties calculated with the ωB97M-V functional and the def2-TZVPD basis.

Frontier orbital gap (spin up / spin down) ... 8.528 / 8.529 eV
E_LUMO (spin up / spin down) ... -5.83 / -5.83 eV
Net charge ... +1
2S+1 ... 1
Relative energy (zero: lowest compared OMol25 entry of this formula, charge and spin) ... 5.141 eV

Element x y z (Å)
C 0.3723 0.4293 0.2218
C -0.6744 -0.6865 0.3855
C -0.3531 1.5282 -0.0954
C 2.7971 -0.0242 -0.0472
N 1.6967 0.2015 0.2364
N -1.8648 0.2242 0.0978
H -0.7072 -1.4641 -0.3329
H -0.8390 -1.0702 1.5093
H -0.7489 2.5795 -0.2875
H 3.6804 -0.4785 -0.3489
H -1.9370 0.2362 -0.8861

Electronic structure analysis, natural (NBO) charges in units of e:
1. C -0.04
2. C -0.26
3. C 0.06
4. C 0.46
5. N -0.17
6. N -0.45
7. H 0.22
8. H 0.25
9. H 0.31
10. H 0.29
11. H 0.33

---

Below is a cluster of 2 separate species, C4H5N2O3S in total in a non-equilibrium geometry, with properties calculated with the ωB97M-V functional and the def2-TZVPD basis.

Frontier orbital gap (spin up / spin down) ... 5.295 / 5.294 eV
E_LUMO (spin up / spin down) ... 1.69 / 1.69 eV
Net charge ... -1
2S+1 ... 1
Relative energy (zero: lowest compared OMol25 entry of this formula, charge and spin) ... 0.979 eV

Element x y z (Å)
C 0.7810 1.9950 0.2243
C -0.5117 1.9789 -0.2393
C 0.1741 -0.0345 0.0094
C 0.1716 -1.5243 0.0237
N 1.2132 0.7140 0.3723
N -0.8842 0.6816 -0.3862
O -3.9016 -0.2349 1.4590
O -4.5367 1.2104 -0.4420
O -4.0226 -1.1729 -0.8168
S -3.9221 -0.0078 0.0323
H 1.4270 2.8260 0.4479
H -1.1824 2.7868 -0.4744
H 0.2877 -1.8908 1.0434
H -0.7697 -1.8825 -0.3837
H 0.9992 -1.9127 -0.5717

Electronic structure analysis, natural (NBO) charges in units of e:
1. C -0.16
2. C -0.17
3. C 0.26
4. C -0.63
5. N -0.55
6. N -0.58
7. O -0.84
8. O -0.85
9. O -0.85
10. S 2.42
11. H 0.17
12. H 0.18
13. H 0.20
14. H 0.21
15. H 0.20